{
  "formula": "C5H14N2",
  "method": "ωB97M-V with the def2-TZVPD basis set",
  "symbols": ["C", "C", "C", "C", "N", "C", "N", "H", "H", "H", "H", "H", "H", "H", "H", "H", "H", "H", "H", "H", "H"],
  "xyz": [[1.4361, -2.7318, 0.3979], [0.4447, -1.5910, 0.1952], [0.6172, -0.9062, -1.1566], [-0.3332, 0.2640, -1.4095], [-0.1909, 1.3853, -0.4630], [-1.1617, 1.3552, 0.6255], [-0.8316, 2.3194, 1.6708], [2.4468, -2.4288, 0.1005], [1.1653, -3.6384, -0.1403], [1.5621, -3.0103, 1.4437], [0.5028, -0.9264, 1.0506], [-0.5722, -2.0007, 0.2470], [1.6396, -0.5231, -1.2061], [0.4867, -1.6441, -1.9440], [-1.3719, -0.0741, -1.4169], [-0.0989, 0.6571, -2.3999], [0.7400, 1.3306, -0.0666], [-2.1320, 1.6158, 0.1978], [-1.2572, 0.3741, 1.1009], [-1.4347, 3.1355, 1.6241], [0.1064, 2.6774, 1.5379]],
  "forces_ev_per_angstrom": [[0.5720, 0.0523, 0.2336], [-0.4682, -0.7727, -0.0175], [-0.1512, 0.3640, 0.6965], [0.3517, 0.2613, -0.0824], [-0.1197, -0.4005, 0.0061], [-0.0656, 0.3754, 0.1170], [-0.1255, 0.3585, 0.0104], [-0.1290, -0.0391, -0.2425], [0.0132, 0.0486, -0.1918], [-0.3334, -0.0139, 0.1286], [0.2158, 0.4643, -0.0728], [0.0229, 0.0223, -0.0028], [0.1252, -0.0389, -0.2129], [0.1023, -0.1159, -0.1893], [-0.0199, 0.0341, 0.0161], [-0.2045, -0.0579, -0.1562], [0.0987, 0.0451, 0.0825], [-0.0749, -0.1325, 0.0355], [0.0368, -0.1661, -0.1372], [0.1028, -0.1949, -0.0605], [0.0505, -0.0936, 0.0395]],
  "charge": 0,
  "total_energy_ha": -308.395916,
  "homo_ev": -8.77,
  "homo_lumo_gap_ev": 10.0,
  "smiles": "CCCCNCN",
  "multiplicity": 1,
  "relative_energy_ev": 0.7386,
  "molar_mass_da": 102.2
}

***

{
  "formula": "H12O6",
  "method": "ωB97M-V with the def2-TZVPD basis set",
  "symbols": ["O", "H", "H", "O", "H", "H", "O", "H", "H", "O", "H", "H", "O", "H", "H", "O", "H", "H"],
  "xyz": [[1.2788, 1.2338, -0.9072], [2.1045, 1.6906, -1.0217], [1.7261, 0.1687, -0.8244], [0.0521, -1.1145, 0.8708], [0.0728, -0.1343, 1.2058], [-0.6757, -1.1085, 0.1941], [2.0631, -0.9480, -0.4190], [1.0481, -1.2137, 0.4976], [2.5285, -1.7236, -0.7338], [-2.0175, -1.6483, -0.5324], [-2.0062, -0.4846, -0.3278], [-2.0108, -2.3906, 0.0779], [-1.6996, 0.6497, -0.4932], [-2.4499, 1.2487, -0.5235], [-0.9786, 1.0794, 0.1706], [0.0676, 1.4625, 0.9379], [0.9359, 1.3691, 0.0204], [-0.0392, 1.8635, 1.8079]],
  "forces_ev_per_angstrom": [[1.7419, -0.8775, -3.1200], [0.4824, 0.8467, -0.1425], [0.0202, -1.1763, -0.2525], [0.4152, 1.3047, 2.4150], [-0.0221, -0.7224, -0.3293], [-0.2546, -1.3455, -0.8644], [0.0507, -0.1945, 0.9579], [0.1885, 0.0342, -1.4904], [0.0425, 0.3748, -0.4329], [0.3795, 0.3683, -0.1163], [-0.5105, -1.7950, -0.2885], [-0.3984, 0.4036, 0.2152], [-0.1698, 1.6325, 0.0397], [-0.1090, -0.0164, -0.1004], [-0.3962, 0.1319, -0.0774], [-1.1410, -0.0768, 2.5898], [-0.4281, 1.0451, 1.3453], [0.1088, 0.0626, -0.3483]],
  "charge": 0,
  "total_energy_ha": -458.555705,
  "homo_ev": -10.06,
  "homo_lumo_gap_ev": 10.5,
  "multiplicity": 1,
  "relative_energy_ev": 3.1774,
  "molar_mass_da": 108.1
}

***

{
  "formula": "C57H48N10O4P4Se2Y",
  "method": "ωB97M-V with the def2-TZVPD basis set",
  "symbols": ["Y", "O", "C", "O", "C", "C", "N", "N", "C", "C", "O", "O", "H", "H", "H", "Se", "P", "C", "C", "C", "C", "C", "C", "C", "C", "C", "C", "C", "C", "C", "C", "N", "N", "N", "P", "Se", "C", "C", "C", "C", "C", "C", "C", "C", "C", "C", "C", "C", "H", "H", "H", "H", "H", "H", "H", "H", "H", "H", "H", "H", "H", "H", "H", "H", "H", "H", "H", "H", "C", "P", "C", "C", "C", "C", "C", "C", "C", "C", "C", "C", "C", "C", "P", "C", "C", "C", "C", "C", "C", "C", "C", "C", "C", "C", "C", "H", "H", "H", "H", "H", "H", "H", "H", "H", "H", "H", "H", "H", "H", "H", "H", "H", "H", "H", "H", "H", "H", "N", "N", "N", "C", "N", "N", "H", "H", "H"],
  "xyz": [[-0.4564, 1.5769, -0.0791], [0.9843, 3.9677, 6.0337], [0.1708, 3.5663, 5.0372], [-1.0174, 3.5755, 5.1543], [0.8415, 3.0751, 3.8069], [2.0143, 2.3548, 3.6591], [2.1067, 1.9992, 2.3753], [1.0447, 2.4164, 1.6671], [0.2696, 3.0700, 2.5266], [-1.0388, 3.6290, 2.0013], [-1.3190, 4.8008, 2.1187], [-1.6968, 2.7336, 1.3391], [1.8894, 4.0721, 5.7213], [2.7553, 2.0392, 4.3758], [2.7555, 1.3468, 1.9559], [-3.6236, -4.2479, 2.3965], [-2.6412, -2.8550, 3.6150], [-3.6583, -1.7733, 4.6561], [-4.4421, -2.3757, 5.6363], [-5.2380, -1.6044, 6.4638], [-5.2569, -0.2235, 6.3206], [-4.4782, 0.3838, 5.3473], [-3.6834, -0.3884, 4.5130], [-1.4694, -3.6097, 4.7720], [-1.1059, -4.9419, 4.6235], [-0.2079, -5.5173, 5.5092], [0.3216, -4.7652, 6.5457], [-0.0483, -3.4347, 6.7022], [-0.9432, -2.8557, 5.8193], [-1.6410, -1.6929, 2.6585], [-1.7408, -1.1344, 1.3866], [-0.6913, -0.2865, 1.2702], [-0.0003, -0.3109, 2.4044], [-0.5537, -1.1393, 3.2406], [-2.7870, -1.3140, -0.0595], [-2.6205, 0.4298, -1.3844], [-2.1854, -2.7469, -0.9746], [-2.5021, -2.8797, -2.3240], [-2.0057, -3.9494, -3.0466], [-1.1794, -4.8798, -2.4314], [-0.8605, -4.7484, -1.0880], [-1.3655, -3.6866, -0.3541], [-4.5070, -1.4562, 0.3983], [-5.3084, -2.4561, -0.1446], [-6.6441, -2.5221, 0.2122], [-7.1667, -1.6079, 1.1161], [-6.3641, -0.6112, 1.6528], [-5.0344, -0.5223, 1.2831], [-4.4324, -3.4540, 5.7522], [-5.8420, -2.0823, 7.2240], [-5.8759, 0.3778, 6.9741], [-4.4707, 1.4613, 5.2426], [-3.0669, 0.1064, 3.7746], [-1.5425, -5.5244, 3.8214], [0.0653, -6.5583, 5.3943], [1.0164, -5.2169, 7.2423], [0.3535, -2.8492, 7.5190], [-1.2336, -1.8208, 5.9454], [-3.1221, -2.1396, -2.8156], [-2.2581, -4.0518, -4.0940], [-0.7846, -5.7131, -2.9984], [-0.2254, -5.4790, -0.6044], [-1.1394, -3.6031, 0.7006], [-4.8880, -3.1983, -0.8105], [-7.2711, -3.3016, -0.1990], [-8.2068, -1.6727, 1.4084], [-6.7731, 0.0970, 2.3612], [-4.4116, 0.2652, 1.6925], [3.1050, 1.7508, -2.3967], [1.8670, 0.6210, -1.7075], [2.7359, -0.2891, -0.3866], [3.9107, 0.1920, 0.1974], [4.4691, -0.4588, 1.2910], [3.8600, -1.5925, 1.8155], [2.7041, -2.0847, 1.2289], [2.1478, -1.4404, 0.1346], [1.5156, -0.6221, -2.9631], [2.3440, -1.7161, -3.1950], [2.0479, -2.5973, -4.2204], [0.9305, -2.3886, -5.0193], [0.1021, -1.3026, -4.7885], [0.3901, -0.4207, -3.7577], [2.4691, 2.5712, -3.9382], [3.0410, 1.4322, -5.2488], [4.3096, 0.8553, -5.2808], [4.6890, 0.0494, -6.3389], [3.8076, -0.1811, -7.3882], [2.5480, 0.3941, -7.3722], [2.1663, 1.1930, -6.3039], [3.7055, 3.9031, -4.1406], [4.8017, 4.1365, -3.3188], [5.6711, 5.1863, -3.5825], [5.4598, 6.0122, -4.6747], [4.3679, 5.7885, -5.5022], [3.4951, 4.7486, -5.2307], [4.0648, 1.2401, -2.5140], [3.2471, 2.5551, -1.6671], [4.4122, 1.0640, -0.2048], [5.3893, -0.0849, 1.7234], [4.2906, -2.0953, 2.6713], [2.2255, -2.9683, 1.6313], [1.2408, -1.8380, -0.3088], [3.2227, -1.8790, -2.5821], [2.6941, -3.4463, -4.4023], [0.7097, -3.0779, -5.8244], [-0.7685, -1.1352, -5.4102], [-0.2666, 0.4213, -3.5801], [5.0222, 1.0485, -4.4862], [5.6774, -0.3919, -6.3553], [4.1082, -0.8042, -8.2209], [1.8585, 0.2223, -8.1891], [1.1754, 1.6336, -6.2864], [5.0093, 3.5010, -2.4648], [6.5202, 5.3523, -2.9316], [6.1414, 6.8264, -4.8825], [4.1912, 6.4283, -6.3571], [2.6393, 4.5891, -5.8786], [-2.7557, 4.8929, -0.7515], [-1.4127, 4.8723, -1.0689], [-0.6936, 5.9263, -1.3169], [0.5116, 5.4001, -1.5300], [0.5058, 4.0708, -1.4146], [-0.7479, 3.7559, -1.1555], [-2.9431, 5.8148, -0.3714], [-2.8733, 4.2324, 0.0192], [1.3807, 5.9906, -1.7625]],
  "forces_ev_per_angstrom": [[0.0480, 0.3113, 0.0632], [-0.0699, 0.0457, 0.1234], [0.0175, -0.0087, -0.1101], [0.0464, -0.0101, 0.0406], [-0.0233, -0.0683, -0.1362], [-0.0439, 0.0135, 0.0466], [-0.0271, -0.0482, -0.0620], [-0.0857, -0.0469, 0.0050], [-0.0380, 0.1694, 0.2465], [0.3536, 0.3931, 0.2336], [-0.0105, -0.1326, 0.0473], [-0.1029, -0.2019, -0.5082], [0.0501, -0.0050, -0.0182], [-0.0060, 0.0157, 0.0009], [0.0628, -0.0073, 0.0074], [-0.1682, -0.0366, -0.0024], [0.0940, 0.0677, 0.0454], [-0.0817, 0.0311, -0.1236], [-0.0451, -0.1482, 0.0078], [-0.0319, -0.0179, 0.0325], [-0.0172, 0.0469, -0.0006], [-0.0264, 0.0313, 0.0362], [0.1131, -0.0613, 0.0110], [-0.0159, 0.0576, 0.0413], [-0.0426, 0.0110, -0.0976], [0.0343, -0.0620, 0.0180], [0.0214, 0.0202, 0.0277], [0.0066, 0.0067, 0.0162], [0.0058, 0.0107, 0.0361], [0.0209, 0.1574, -0.1669], [-0.1436, -0.0807, 0.0158], [-0.1240, -0.1330, -0.0415], [0.0975, 0.0823, 0.0678], [0.1403, -0.0124, 0.0735], [0.0847, -0.0903, -0.1862], [-0.1415, -0.2077, 0.0627], [0.0000, 0.0239, 0.1172], [-0.0634, 0.0796, -0.0574], [0.0061, -0.0499, -0.0590], [0.0121, -0.0300, 0.0163], [0.0156, -0.0255, -0.0218], [-0.0067, 0.0313, 0.0442], [-0.0094, -0.1331, -0.0564], [0.0483, 0.0275, 0.0257], [-0.0085, -0.0030, 0.0068], [-0.0420, -0.0123, 0.0043], [-0.0396, 0.0284, 0.0395], [0.0590, 0.0440, 0.0622], [0.0108, 0.0104, -0.0279], [0.0026, 0.0137, -0.0042], [0.0130, 0.0057, -0.0079], [-0.0175, -0.0099, 0.0056], [0.0484, -0.0246, -0.0463], [0.0005, 0.0044, 0.0091], [0.0091, 0.0109, 0.0110], [-0.0080, -0.0010, -0.0031], [0.0075, -0.0133, -0.0039], [0.0039, 0.0012, -0.0039], [0.0063, 0.0050, 0.0163], [0.0064, -0.0023, 0.0091], [-0.0082, 0.0121, -0.0107], [-0.0075, 0.0043, -0.0020], [0.0147, 0.0025, -0.0255], [0.0172, 0.0104, -0.0097], [-0.0033, 0.0044, 0.0065], [0.0067, -0.0097, -0.0088], [0.0033, -0.0047, -0.0051], [0.0062, -0.0110, -0.0246], [0.2045, 0.1502, 0.0236], [-0.2345, -0.0720, 0.4344], [0.1641, 0.0681, -0.0321], [-0.0183, -0.0141, -0.0392], [0.0071, -0.0413, 0.0695], [0.0639, 0.0665, -0.0060], [-0.0562, -0.0313, -0.0280], [-0.0480, -0.0463, 0.0677], [-0.0803, 0.0963, -0.0846], [0.0713, -0.0271, -0.0662], [0.0344, -0.0514, -0.0234], [0.0005, -0.0124, -0.0110], [-0.0423, 0.0273, -0.0246], [-0.0326, -0.1577, -0.0643], [-0.0219, -0.0902, 0.0606], [0.0042, -0.0865, -0.0426], [0.0279, 0.0412, 0.0523], [0.0395, -0.0387, -0.0309], [-0.0044, -0.0210, -0.0563], [-0.0129, -0.0450, -0.0544], [-0.0365, 0.0079, 0.0527], [-0.0556, 0.0751, -0.0221], [0.0583, -0.0680, 0.1097], [0.0646, 0.0581, -0.0003], [0.0232, 0.0091, 0.0119], [-0.0243, 0.0026, -0.0292], [-0.0140, 0.0568, -0.0303], [-0.0394, 0.0063, -0.1351], [-0.1183, -0.0375, 0.0095], [-0.0357, 0.0189, -0.0082], [-0.0130, -0.0114, 0.0005], [0.0036, 0.0049, -0.0048], [-0.0016, 0.0092, -0.0013], [-0.0143, 0.0079, -0.0189], [-0.0161, 0.0075, 0.0094], [-0.0061, 0.0090, -0.0050], [-0.0058, 0.0055, 0.0035], [0.0052, -0.0210, 0.0070], [0.0164, 0.0351, 0.0349], [-0.0175, 0.0225, 0.0036], [-0.0075, 0.0065, 0.0028], [0.0017, 0.0027, 0.0113], [0.0183, -0.0072, 0.0021], [0.0165, 0.0043, 0.0052], [-0.0376, 0.0155, -0.0544], [0.0000, 0.0066, -0.0157], [-0.0036, -0.0037, 0.0102], [0.0111, -0.0003, 0.0078], [0.0047, -0.0152, 0.0144], [0.0199, -0.0342, 0.0585], [0.0639, -0.0223, 0.0433], [-0.1652, 0.0498, 0.0914], [0.1581, -0.1110, 0.0107], [0.0466, 0.2124, -0.2222], [-0.0675, -0.0906, 0.1607], [0.0275, 0.1485, -0.1187], [0.0439, -0.1344, 0.0172], [-0.0053, -0.0228, -0.0049]],
  "charge": 1,
  "total_energy_ha": -9256.043492,
  "homo_ev": -9.91,
  "homo_lumo_gap_ev": 7.6,
  "multiplicity": 1,
  "relative_energy_ev": 0.4432,
  "molar_mass_da": 1307.8
}

***

Question: Which value of multiplicity does entry 3 give?
Answer: 1